35
Properties=species:S:1:pos:R:3:forces:R:3:lowdin_charge:R:1 method="wB97M-V/def2-TZVPD" spin_multiplicity=3 charge=-2 s2=2.0160 homo_energy_ev="1.8 / 0.5" lumo_energy_ha="0.1814 / 0.1779"
Pt -0.77456 -0.67317 0.59206 2.475 -1.375 -2.473 0.683
Cl 0.25534 -2.56248 1.31216 1.128 -2.122 1.175 -0.198
Si -0.08840 0.72983 2.06099 0.794 -0.279 -0.423 0.162
C -1.65911 -1.69965 -2.18841 -0.741 -0.520 0.948 -0.183
C 2.32597 -1.51878 -1.61025 -0.360 1.404 -1.974 -0.203
C 1.82085 0.56205 -2.63880 0.900 -2.495 -0.608 -0.223
C 2.25033 -0.48605 -0.62674 0.809 -0.942 -0.637 -0.250
C -2.04836 -1.62701 -0.82078 -2.436 2.150 -1.491 -0.349
C 2.08744 -0.88658 -2.91312 -0.512 0.935 1.680 -0.180
C 2.03728 0.76317 -1.27495 -1.219 0.382 0.196 -0.242
C -1.61159 0.55833 -1.71147 -2.549 -0.571 -0.324 -0.190
C -1.54596 -0.01752 3.04626 0.109 0.801 1.470 -0.306
C -2.30737 -0.08004 -0.57384 1.419 -1.546 -0.554 -0.369
C -0.38600 2.45893 1.44315 -0.175 1.237 1.511 -0.258
C 1.61518 0.47096 2.84565 -0.079 0.765 1.107 -0.261
C -1.45619 -0.41206 -2.71437 0.502 0.683 0.157 -0.181
H 1.52934 0.94957 3.84941 0.509 -0.210 -0.158 -0.003
H -1.37602 -1.09210 3.23049 -0.043 0.515 -0.051 -0.008
H 2.47453 -2.59952 -1.46360 -0.038 0.705 0.106 0.054
H -0.45929 3.04513 2.38767 -0.035 0.525 -0.454 0.000
H -2.44465 -2.39538 -0.16925 -0.218 -0.241 -0.425 0.042
H -1.52794 0.51866 4.00002 -0.639 -0.088 0.711 -0.017
H 1.98422 -1.38634 -3.90571 0.082 0.406 0.966 0.041
H 2.43479 0.98097 2.29482 -0.566 -0.365 0.198 0.021
H 1.85289 -0.60029 2.99619 -0.257 0.549 -0.290 0.004
H 1.71931 1.67564 -0.74740 0.451 -0.354 -0.202 0.053
H -1.59593 1.62820 -1.83868 0.244 0.148 -0.133 0.061
H -2.51852 0.14104 2.55289 0.349 0.006 0.263 0.004
H -2.77255 0.34248 0.32886 -0.741 0.276 -1.040 0.042
H 2.54492 -0.65922 0.40693 -0.397 0.213 -0.154 0.039
H 1.42150 1.26132 -3.37867 0.280 -0.110 0.323 0.048
H -1.22749 -0.22602 -3.76754 0.324 0.039 0.500 0.080
H -1.65613 -2.61764 -2.75612 0.372 -0.072 -0.060 0.065
H 0.43569 2.86858 0.85178 -0.040 -0.180 0.019 0.006
H -1.33353 2.58501 0.90036 0.301 -0.271 0.121 0.015

=====

45
Properties=species:S:1:pos:R:3:forces:R:3:lowdin_charge:R:1 method="wB97M-V/def2-TZVPD" charge=+1 homo_energy_ev=-12.9 lumo_energy_ha=-0.2181
S -3.04617 3.23029 0.37111 -2.608 3.142 -0.052 0.708
F 0.47218 -0.55682 1.76897 -1.373 -0.368 -1.388 0.153
F -2.56932 -2.95559 0.38881 1.202 2.107 0.033 0.162
O -2.44120 -6.62907 4.16410 -0.017 0.291 0.015 0.075
O -1.99907 -2.15603 -1.57456 -0.425 0.114 -0.090 0.229
O -3.17399 4.22168 -0.69816 1.127 -1.845 0.435 -0.349
O 0.43856 -2.36341 0.49637 0.054 -0.182 0.222 0.233
O -4.01268 3.44166 1.43060 1.327 -1.439 -0.533 -0.320
O -2.61197 -4.88931 5.44013 0.027 -0.143 -0.234 0.073
N -0.11193 2.06970 -2.80492 -0.999 -0.049 0.898 0.168
N -1.29676 -0.88239 0.18144 0.972 -0.148 0.784 0.121
N -2.53550 -5.43389 4.35579 0.001 -0.093 0.275 -0.452
N 0.65970 1.04908 -2.50881 -1.265 -1.575 0.775 -0.087
C 3.98306 0.96068 1.42302 -0.141 0.399 -0.399 -0.108
C -1.25922 2.15330 -2.12922 -1.822 0.713 0.558 0.004
C -1.98228 -2.02419 -0.40392 -0.121 -1.084 -1.111 -0.426
C -1.84228 1.27704 -1.09595 2.782 -2.317 -0.341 -0.070
C -3.17820 1.52030 -0.35466 1.291 -0.034 -0.042 -0.152
C 1.97397 0.95141 -3.21520 1.474 1.121 -0.179 -0.073
C 2.98633 1.83694 -2.35159 -0.829 -0.387 0.592 -0.139
C 3.00616 1.47834 0.27547 0.649 -0.676 1.024 -0.257
C -2.55871 -4.56270 3.15039 -0.015 0.265 -0.113 0.020
C 3.56204 1.00799 -1.12285 -0.313 0.773 0.110 -0.198
C -0.07508 -1.35448 0.81672 0.538 -0.063 0.873 -0.450
C 0.26253 0.13527 -1.60013 0.294 -1.983 1.269 0.088
C -0.95495 0.11463 -0.80665 -1.064 4.070 -2.235 -0.073
H 1.88180 1.35036 -4.26167 -0.403 -0.275 1.189 0.145
H 1.99766 1.03844 0.52385 0.730 0.561 -0.558 0.073
H -1.62760 -4.72410 2.61107 -0.106 -0.136 -0.019 0.094
H 3.77533 2.30882 -2.98410 -0.628 -0.693 0.388 0.123
H 3.91997 -0.14465 1.57182 0.051 0.848 -0.224 0.078
H -3.41764 -4.85482 2.55024 0.124 -0.091 -0.011 0.099
H 3.32098 -0.08922 -1.22403 0.614 0.992 -0.050 0.111
H -1.76297 3.34977 0.90574 -0.574 -0.677 -0.423 0.108
H 2.38482 2.68229 -1.90851 0.609 -0.642 -0.690 0.110
H 2.93800 2.59162 0.38203 0.041 -0.894 -0.416 0.113
H 2.33665 -0.09976 -3.29257 -0.665 0.707 0.326 0.137
H 0.97048 -0.72003 -1.43689 -0.611 0.981 -0.355 0.164
H -3.28836 0.81853 0.51418 0.089 0.559 -0.900 0.118
H 4.66892 1.18093 -1.11271 -0.934 -0.536 0.032 0.117
H -1.88293 3.05214 -2.38170 0.801 -0.899 0.124 0.139
H 3.77141 1.45650 2.40171 0.077 -0.412 -0.812 0.079
H -2.64552 -3.52772 3.47013 -0.015 -0.119 0.095 0.088
H 5.02656 1.22800 1.12360 -0.749 -0.294 0.383 0.076
H -4.06276 1.46249 -1.04847 0.806 0.411 0.775 0.149

=====

46
Properties=species:S:1:pos:R:3:forces:R:3:lowdin_charge:R:1 method="wB97M-V/def2-TZVPD" smiles="N#CC[C@@H](C#N)S(=O)(=O)C(F)(F)F.O=S1(=O)CCCC1.O=S1(=O)CCCC1" homo_energy_ev=-10.3 lumo_energy_ha=-0.0097
S 2.44943 -3.17533 -0.47778 -0.009 0.389 -0.252 0.656
S -2.95920 4.66801 2.41373 0.707 6.904 2.532 0.850
S -0.84650 -0.17561 -1.99955 0.260 -0.398 0.285 0.652
F -4.31790 2.46783 3.40118 -0.225 3.191 -2.629 0.066
F -5.06092 3.21415 1.32012 1.939 0.988 3.209 0.077
F -5.48051 4.44544 3.20887 3.051 -2.222 -1.872 0.059
O 1.57048 -3.69375 0.54631 -0.104 0.005 -0.371 -0.324
O 0.57882 -0.15377 -1.75457 -0.300 0.538 0.013 -0.337
O 2.02491 -3.01401 -1.85085 -0.279 -0.351 0.350 -0.336
O -3.39510 5.95974 1.72801 1.063 -4.555 1.128 -0.323
O -2.44698 4.96137 3.81962 -1.460 -2.291 -4.359 -0.299
O -1.66188 1.01716 -1.92203 0.313 0.136 0.004 -0.344
N -1.23181 1.17453 1.55588 -1.400 6.132 -0.373 0.188
N 0.73025 3.59016 4.20813 -1.263 1.229 -6.789 0.135
C 3.13869 -1.63395 0.09622 0.228 0.402 0.237 -0.236
C 0.45275 3.86992 3.05611 -0.492 0.936 4.580 -0.163
C -1.58727 -1.43459 -0.97637 -0.273 -0.323 0.286 -0.231
C -4.49494 3.61377 2.55946 -4.062 -1.978 1.151 -0.418
C -1.82609 -2.31838 -3.23109 0.007 -0.313 -0.055 -0.215
C -2.56469 -2.14518 -1.90279 -0.167 -0.001 -0.074 -0.219
C -1.62602 3.93688 1.34645 1.888 -2.280 -0.698 -0.282
C 5.06600 -3.11693 -0.00945 0.256 0.080 -0.022 -0.220
C -1.47433 2.35386 1.48050 0.930 -2.980 0.197 -0.150
C -1.16275 -0.98129 -3.56503 -0.065 -0.224 -0.592 -0.222
C -0.21903 4.64708 1.79887 0.870 -1.394 0.487 -0.121
C 3.97867 -4.10322 -0.43924 0.519 -0.369 -0.014 -0.226
C 4.39722 -2.04265 0.85030 0.053 -0.056 0.164 -0.224
H -2.06926 -0.97645 -0.11276 0.195 0.125 -0.068 0.092
H -1.75292 4.17311 0.22197 -0.440 -0.275 1.988 0.162
H 2.41405 -1.11162 0.72062 -0.103 -0.110 -0.187 0.112
H 5.05787 -1.18962 1.01990 -0.085 -0.074 -0.001 0.117
H -0.79244 -2.11004 -0.65003 0.010 0.114 -0.041 0.101
H -1.05963 -3.09300 -3.12323 -0.050 0.113 0.019 0.118
H 0.54358 4.54619 0.93140 -1.557 0.171 1.346 0.137
H 4.17730 -4.51473 -1.42975 -0.228 -0.003 0.102 0.104
H 4.13013 -2.46341 1.82548 0.006 0.078 -0.068 0.121
H -2.88484 -3.10377 -1.48878 0.036 0.108 -0.016 0.118
H 5.86819 -3.62556 0.53065 -0.082 0.031 -0.085 0.115
H -1.82682 -0.33946 -4.14734 0.092 0.050 0.150 0.104
H -3.45596 -1.52663 -2.05353 0.056 -0.048 0.063 0.119
H 3.38374 -1.03078 -0.78101 -0.153 -0.087 0.030 0.111
H 5.51090 -2.65016 -0.89464 -0.056 -0.038 0.083 0.118
H 3.86445 -4.91300 0.28397 -0.130 0.102 -0.077 0.106
H -0.22053 -1.12130 -4.09668 -0.040 0.191 0.147 0.107
H -0.41841 5.75306 2.01335 0.457 -1.698 0.034 0.132
H -2.50071 -2.63408 -4.03064 0.086 0.055 0.058 0.115

=====

35
Properties=species:S:1:pos:R:3:forces:R:3:lowdin_charge:R:1 method="wB97M-V/def2-TZVPD" spin_multiplicity=5 charge=-1 s2=6.0560 homo_energy_ev="0.3 / -3.5" lumo_energy_ha="0.1203 / 0.1150"
Fe -0.26424 0.39024 -1.57511 1.514 0.166 -1.837 -0.024
P -0.84299 -0.67505 0.18156 1.321 1.302 2.811 0.755
P 0.23184 2.42584 -0.91646 -0.099 0.030 0.346 0.691
C -0.66285 -0.57643 -3.47799 1.066 -0.531 0.358 -0.216
C 0.24374 0.51406 -3.72838 0.188 -0.816 0.064 -0.242
C 1.44291 0.80839 3.91616 1.519 0.085 0.762 -0.204
C -0.92266 -2.43500 0.45233 -0.576 -1.234 -0.143 -0.269
C 0.04457 0.85519 3.88878 -1.898 -0.197 -0.698 -0.180
C 1.51109 0.18845 -3.11252 -0.823 0.196 -0.927 -0.216
C 2.15408 0.31324 2.81281 -0.401 -0.303 -0.766 -0.170
C 0.06311 -1.55376 -2.69531 0.982 0.223 -1.681 -0.243
C -0.65088 0.40840 2.76365 0.412 0.691 1.809 -0.172
C 1.46861 -0.13014 1.68257 1.978 0.188 0.508 -0.197
C 1.41581 -1.09773 -2.53391 -1.216 -0.055 -0.020 -0.171
C -2.53870 -0.06200 0.28494 -0.804 -0.336 0.397 -0.291
C 0.06035 -0.09442 1.67368 -2.362 -0.516 -2.049 -0.445
H -1.65304 -0.73055 -3.89676 0.169 0.171 0.148 0.083
H 0.02495 -2.77863 0.88674 -0.271 0.169 -0.062 0.049
H 3.24574 0.25979 2.84259 -0.265 0.064 -0.051 0.079
H -3.03630 -0.21355 -0.68225 0.057 -0.075 0.264 0.034
H 1.33660 2.58412 -0.01686 -0.523 0.269 -0.155 -0.101
H -0.30261 -2.53211 -2.43344 -0.060 0.026 0.165 0.070
H -0.51251 1.21547 4.75413 0.082 0.015 -0.164 0.069
H -1.75828 -2.64571 1.13660 0.304 -0.229 -0.062 0.039
H 0.56017 3.40982 -1.89369 -0.041 0.180 0.447 -0.129
H -1.74027 0.46311 2.74428 0.203 -0.035 0.077 0.071
H 2.40826 0.79044 -3.19558 -0.131 -0.021 0.182 0.084
H 1.98293 1.12375 4.81023 -0.101 -0.056 -0.194 0.058
H -1.07157 -2.95008 -0.50325 -0.156 -0.183 0.218 0.010
H 2.03378 -0.48666 0.81496 -0.206 0.064 0.207 0.071
H -2.55294 1.00909 0.50447 0.101 -0.154 0.063 0.031
H 2.21748 -1.60132 -1.99436 -0.346 0.114 -0.092 0.093
H -0.00554 1.37980 -4.32421 0.202 0.057 0.036 0.076
H -0.85669 3.03796 -0.23445 0.502 0.508 0.035 -0.125
H -3.07395 -0.61401 1.06404 -0.323 0.221 0.008 0.032

=====

41
Properties=species:S:1:pos:R:3:forces:R:3:lowdin_charge:R:1 method="wB97M-V/def2-TZVPD" spin_multiplicity=6 s2=8.7557 homo_energy_ev="-8.1 / -9.0" lumo_energy_ha="0.0177 / 0.0096"
Mn 0.26386 -0.06608 -0.56794 -0.227 -0.495 0.002 0.760
P 0.20546 2.55183 -0.43742 0.061 -0.242 -0.075 0.802
P -1.68298 0.73594 -2.16494 0.293 -0.110 0.212 0.801
O 1.69576 -4.24501 3.75748 -0.030 0.100 -0.090 0.082
O -1.18712 -1.70927 -0.69689 -0.021 0.266 0.112 -0.184
O 2.27226 0.20253 -0.12083 -0.021 0.193 0.023 -0.171
O -2.30756 -3.18399 0.58825 0.049 0.063 -0.030 0.054
O 3.66309 0.22000 1.64884 -0.048 -0.053 -0.039 0.058
N 0.63420 -1.38823 1.07761 0.158 0.046 -0.236 0.051
C -1.35989 -2.45932 0.33578 -0.094 -0.196 -0.053 -0.602
C 0.15761 -3.40163 2.20526 -0.033 0.144 -0.075 0.085
C 2.69110 -0.18679 1.03887 0.154 -0.052 0.042 -0.595
C 1.38293 -3.27980 2.86024 0.023 -0.201 0.151 -0.274
C -1.65261 2.53580 -2.52113 -0.025 0.113 -0.056 -0.417
C 0.69981 3.72519 0.85563 -0.100 0.196 0.032 -0.258
C -3.06646 0.63983 -0.98125 -0.157 0.012 0.014 -0.259
C -1.24602 3.32075 -1.26133 -0.019 0.146 0.030 -0.419
C 1.83605 -1.30715 1.63319 -0.047 0.054 -0.002 -0.163
C -0.16948 -2.42380 1.29058 0.071 0.014 0.135 -0.155
C 1.50341 2.82043 -1.69329 0.096 0.099 -0.050 -0.268
C 2.25911 -2.23492 2.56142 -0.129 0.045 -0.032 0.073
C -2.38366 -0.04773 -3.64035 -0.127 0.100 -0.169 -0.258
H -1.74261 0.11314 -4.50696 0.027 0.003 0.023 0.043
H 1.43595 3.83026 -2.10558 0.048 0.013 0.044 0.052
H -3.37790 0.35119 -3.85309 0.007 -0.038 -0.034 0.049
H -1.00213 4.35756 -1.50996 -0.053 0.001 -0.040 0.084
H 1.43793 2.10747 -2.51628 -0.081 -0.043 0.046 0.038
H -3.41313 -0.39219 -0.94397 0.027 0.010 0.004 0.048
H -2.75730 0.91303 0.02851 0.078 0.014 -0.023 0.041
H 2.47136 2.66975 -1.21674 -0.001 -0.011 0.000 0.047
H 1.54770 3.31422 1.40288 0.021 -0.025 -0.035 0.048
H -0.93207 2.72705 -3.31993 0.001 -0.065 -0.015 0.075
H -2.07526 3.34940 -0.55065 0.020 -0.040 0.027 0.076
H -3.87891 1.30374 -1.28686 -0.033 -0.051 -0.019 0.052
H -0.50130 -4.23967 2.37798 0.019 -0.014 0.020 0.136
H 0.98464 4.68328 0.41622 -0.002 0.013 0.046 0.049
H 2.56569 -4.06767 4.12851 0.069 -0.015 0.051 0.112
H -2.45524 -1.11878 -3.45432 0.005 0.001 0.043 0.048
H 3.24222 -2.14976 3.00584 0.008 -0.001 0.005 0.131
H -2.63048 2.86557 -2.88257 0.011 0.035 0.013 0.085
H -0.11860 3.88529 1.55806 0.005 -0.031 0.001 0.044

=====

33
Properties=species:S:1:pos:R:3:forces:R:3:lowdin_charge:R:1 method="wB97M-V/def2-TZVPD" smiles=Cc1c[nH]c2ccccc12.CC(C)C homo_energy_ev=-7.6 lumo_energy_ha=0.0318
N -3.05036 1.56496 -0.21330 7.616 -3.371 0.136 0.097
C -2.86545 0.78258 -2.56806 3.564 -1.559 0.515 -0.039
C 3.27352 -0.96095 3.32468 2.494 0.771 -0.825 -0.086
C -0.46800 0.01612 -3.00055 -4.511 0.756 -1.675 -0.069
C -1.09259 0.49445 -0.74496 -2.308 0.522 -2.341 -0.142
C 2.83048 -0.96875 1.79778 1.731 0.167 2.012 -0.465
C -0.12029 0.23452 -1.72988 0.150 -0.315 2.434 -0.060
C -1.91797 0.20608 -3.42105 0.440 -0.879 0.330 -0.057
C -1.07501 0.63011 0.65594 -2.724 1.284 0.867 -0.184
C -2.40204 0.89162 -1.25678 0.760 1.526 1.321 -0.183
C -2.32444 1.25271 0.93211 1.269 0.615 0.711 -0.038
C 2.36193 -2.37419 1.55206 -2.102 -1.426 -0.504 -0.146
C -0.02230 0.18377 1.62006 -4.170 -0.864 2.094 -0.049
C 3.96422 -0.71730 0.73164 -0.939 2.278 -2.178 -0.085
H 0.84730 0.20038 -1.26607 0.887 -0.330 -0.707 0.108
H 1.47604 -2.83808 2.10506 0.626 1.380 -0.595 0.108
H 3.80182 -1.93723 3.53135 -0.229 1.278 0.147 0.083
H 0.34238 -0.79298 1.49836 0.601 -0.978 -0.948 0.043
H -2.72242 1.70489 1.85817 0.500 -0.744 -0.352 0.123
H 0.66040 0.88495 1.84102 2.978 2.490 -0.231 0.031
H -2.36000 -0.30667 -4.31897 1.153 1.007 0.435 0.102
H -0.39535 0.09555 2.69848 -0.527 0.064 -1.286 0.122
H 4.97215 -0.94029 1.03239 0.259 -0.853 0.410 0.045
H 4.13596 0.41315 0.40791 -0.888 -1.995 0.821 0.098
H 3.71525 -1.25018 -0.29460 0.568 0.921 2.184 0.098
H 0.17180 -0.18397 -3.80151 1.171 -0.508 -0.788 0.070
H 2.42408 -0.87909 3.95237 -1.129 -0.327 0.507 0.039
H 3.88511 -0.02350 3.65690 -0.588 -1.765 -0.864 0.101
H 2.21741 -2.50128 0.48012 -0.619 -0.126 -0.093 0.063
H -3.86952 0.97272 -2.75986 -1.501 0.252 -0.784 0.085
H 2.05792 -0.19857 1.87268 0.617 -0.588 -1.223 0.058
H -3.93179 1.74906 -0.12520 -6.373 1.311 0.170 0.067
H 3.07169 -3.14812 1.76662 1.223 0.002 0.301 0.065